No. 1
103
Properties=species:S:1:pos:R:3:forces:R:3 method="wB97M-V/def2-TZVPD" multiplicity=4 fmax_ev_per_a=2.40 charge=+2 homo_ev="-12.80 / -12.78" e_lumo_ev="-6.38 / -7.39"
Re -0.408191 0.582827 0.552438 0.396 -0.688 -1.111
C 2.787908 1.448896 0.739830 -0.061 0.285 -0.728
P 1.960506 0.115169 -0.238915 0.413 0.051 0.016
C 2.352170 -1.630579 0.264817 0.475 1.060 0.081
C 1.148340 -2.405605 -0.147015 -0.415 -0.131 -0.103
C 0.853669 -3.694638 -0.001029 0.684 -0.044 0.301
C 1.583477 -4.663837 0.801688 -0.157 -0.287 0.204
C 2.628819 -4.332362 1.553238 0.381 -0.223 -0.255
C 3.390867 -3.044935 1.476008 -0.125 -0.486 0.198
C 2.583223 0.273134 -1.924914 -0.951 -0.250 0.672
C 3.300128 1.400565 -2.276160 1.377 0.909 0.285
C 3.961791 1.456401 -3.497784 -0.140 -0.116 -0.317
C 3.832252 0.378396 -4.347389 0.006 -0.543 -0.061
C 3.046157 -0.722721 -4.018059 -0.424 0.107 -0.025
C 2.355500 -0.782946 -2.808636 0.449 -0.181 -0.868
C 1.882614 2.615781 0.644026 1.229 0.761 -0.169
C 2.123588 3.961663 0.508048 -0.421 0.112 -0.204
C 0.831131 4.598139 0.488374 0.365 0.187 0.189
C -0.094236 3.609408 0.619420 -0.908 0.542 -0.504
C -1.573855 3.603237 0.248284 0.816 -0.710 0.788
P -1.511680 2.285027 -1.023660 -0.751 0.129 0.313
C -3.189303 1.899182 -1.572298 -0.108 0.563 1.908
C -4.324401 2.130016 -0.650207 0.229 1.115 0.872
C -5.456469 1.441939 -0.703627 -0.030 -0.607 -0.364
C -5.518907 0.184772 -1.532465 1.520 -0.198 0.641
C -4.406517 0.054975 -2.642300 -0.280 0.809 0.765
C -3.361632 1.116054 -2.611966 -0.287 -0.575 -1.498
C -0.789941 3.088366 -2.456738 -0.366 0.020 -0.702
C -1.595218 4.075145 -3.062497 0.876 -0.122 0.423
C -1.155819 4.660351 -4.232278 -0.734 0.293 0.230
C 0.034531 4.335656 -4.847419 0.408 -0.924 -0.197
C 0.802173 3.317065 -4.289492 -0.334 0.490 0.441
C 0.360017 2.692104 -3.112477 1.125 -0.533 -0.207
N 0.549970 2.367745 0.715052 -0.929 0.793 0.408
H 3.801840 1.697307 0.429477 -0.010 -0.259 -0.150
H 2.863944 1.171779 1.762212 -0.013 -0.451 0.832
H 0.403051 -1.830140 -0.654314 -0.335 0.116 -0.459
H -0.047549 -4.009592 -0.467237 -0.714 -0.354 -0.258
H 1.188191 -5.676913 0.891399 0.000 0.336 -0.106
H 3.040042 -5.084186 2.215936 0.069 0.029 -0.001
H 4.291400 -3.123551 2.085859 -0.052 0.030 -0.192
H 3.493108 2.219992 -1.564726 -0.445 -0.498 -0.406
H 4.584715 2.280727 -3.846669 -0.250 0.000 0.547
H 4.375081 0.353449 -5.275936 0.050 0.096 -0.250
H 2.948551 -1.505596 -4.753310 -0.061 -0.222 0.036
H 1.687079 -1.641086 -2.620240 0.561 0.590 0.191
H 3.055049 4.497261 0.341105 -0.101 -0.417 0.272
H 0.652531 5.673310 0.399336 -0.018 -0.567 -0.062
H -1.931087 4.518056 -0.172416 0.087 0.765 -0.344
H -2.236420 3.377292 1.093482 0.194 -0.207 -0.334
H -4.269163 3.007850 0.041255 0.004 -0.735 -0.791
H -6.312333 1.729256 -0.107025 -0.054 -0.042 -0.051
H -6.494669 -0.056451 -1.870390 -0.877 -0.055 -0.360
H -4.829898 -0.164324 -3.610524 0.231 -0.218 -0.307
H -2.624009 1.070973 -3.390416 0.375 -0.102 -0.216
H -2.508309 4.430682 -2.600776 -0.073 -0.155 -0.089
H -1.817775 5.378797 -4.656393 -0.197 0.580 -0.434
H 0.319591 4.770663 -5.804493 -0.045 0.110 0.360
H 1.756899 3.065488 -4.735068 -0.136 -0.278 0.037
H 0.975157 1.863744 -2.740576 -0.476 0.458 0.005
Cl -1.070326 -0.897841 -2.498239 0.033 -0.008 -0.038
C -2.371027 -0.946520 -1.332101 0.013 0.092 -0.444
C -2.089512 -0.583529 -0.084439 0.120 0.129 0.755
C -3.193528 -0.547105 0.901509 0.456 -0.242 -0.233
Cl -3.183178 -1.357225 3.969732 0.268 0.227 -0.245
C -4.448071 -0.827234 0.636770 -1.082 -0.379 -0.707
Cl -5.684172 -0.725273 1.835166 0.054 0.015 -0.399
C -4.904284 -1.093920 -0.807137 0.075 -0.180 0.281
Cl -5.971119 -2.502506 -0.872575 -0.066 0.159 0.187
C -3.743480 -1.180699 -1.910501 -0.123 0.023 0.323
Cl -3.638254 -2.592606 -2.955209 -0.400 -0.366 0.010
C -3.749381 2.048383 2.800101 0.494 0.200 0.322
Te -2.334738 0.477169 2.534234 -0.188 0.496 1.125
C -1.343046 1.005804 4.417884 -0.515 0.354 -0.154
H -3.287894 3.038624 2.727296 0.124 -0.355 0.078
H -4.096520 1.893151 3.815882 -0.178 -0.050 0.079
H -4.544656 1.953790 2.090323 -0.370 -0.218 -0.342
H -2.163078 1.306594 5.077725 0.226 -0.070 -0.101
H -0.657024 1.823682 4.204650 -0.047 0.136 -0.116
H -0.809965 0.171030 4.834322 0.032 -0.386 0.080
Te 0.830208 -1.114054 2.700184 -0.061 0.327 1.052
C 0.144300 -2.991051 3.343103 0.002 0.433 -0.424
C 0.788625 -3.628048 4.387572 0.891 1.502 0.076
C 0.441758 -4.902940 4.679932 -0.659 -1.489 -0.524
C -0.514988 -5.567473 3.892179 0.641 -0.107 0.865
C -1.136702 -4.938858 2.856226 -0.339 0.364 -0.244
C -0.803303 -3.620526 2.604014 -0.660 -0.362 -0.075
C 2.656617 -1.688730 1.774071 -0.414 0.076 -0.729
C 3.614998 -2.492793 0.005225 -0.518 -0.325 0.498
C 4.880641 -1.789652 -0.241399 1.118 0.535 0.025
C 5.499152 -0.918306 0.575197 -1.134 -0.707 -0.111
C 4.946459 -0.524978 1.860530 -1.583 -0.154 0.405
C 3.692293 -0.785729 2.336285 2.392 -0.044 0.125
H 1.573883 -3.099302 4.919014 -0.054 -0.174 0.188
H 0.933215 -5.470107 5.441689 0.214 -0.012 0.484
H -0.749085 -6.582022 4.129182 -0.121 -0.516 0.091
H -1.882081 -5.424933 2.245710 -0.073 -0.123 0.026
H -1.319975 -3.087561 1.855329 -0.463 0.448 -0.976
H 3.417160 -3.226292 -0.768682 0.120 -0.165 0.005
H 5.365854 -2.064942 -1.167079 0.117 0.119 -0.124
H 6.448801 -0.517165 0.307949 0.536 0.215 -0.242
H 5.569974 0.079059 2.497504 0.192 0.055 0.185
H 3.537771 -0.536547 3.377418 -0.114 0.369 0.072

---

No. 2
114
Properties=species:S:1:pos:R:3:forces:R:3 method="wB97M-V/def2-TZVPD" fmax_ev_per_a=0.46 homo_ev=-7.13 e_lumo_ev=-0.01
Y -0.620938 -0.437138 0.522457 -0.453 -0.068 -0.079
C -4.208803 0.168643 -0.342133 0.078 0.011 -0.020
N -3.345363 -0.339743 0.733213 -0.083 -0.096 0.048
C -3.779139 -1.719164 1.061247 0.094 0.030 -0.024
C -3.163182 -2.691992 0.080484 -0.007 0.033 0.026
N -1.711573 -2.631895 0.169234 -0.015 -0.025 0.081
C -1.079835 -3.763604 0.563490 0.157 -0.089 0.014
C -1.551126 -4.884956 1.285632 -0.001 0.025 0.011
F -2.813075 -4.931540 1.772727 0.037 0.040 -0.034
C -0.746619 -5.964938 1.608971 0.006 -0.047 0.009
F -1.274910 -6.985030 2.293990 0.019 0.034 -0.028
C 0.592943 -6.004917 1.270281 0.000 -0.019 0.013
F 1.357714 -7.058667 1.587697 -0.003 0.030 -0.010
C 1.118088 -4.911924 0.603404 -0.002 -0.035 -0.006
F 2.413313 -4.882368 0.256217 -0.007 0.010 -0.006
C 0.294547 -3.865343 0.274383 -0.095 0.075 0.033
F 0.837739 -2.786983 -0.356695 0.052 -0.121 -0.072
C -3.526102 0.539311 1.897063 0.071 0.010 -0.054
C -2.752634 0.092038 3.128744 -0.039 -0.041 -0.009
N -1.440046 -0.421101 2.770740 -0.125 0.163 -0.099
C -0.536402 -0.519996 3.773907 0.168 -0.142 0.033
C 0.699795 -1.112737 3.463228 -0.137 0.054 -0.038
F 0.814280 -1.588673 2.171793 0.018 -0.090 -0.026
C 1.786523 -1.249382 4.286674 0.014 -0.004 -0.013
F 2.912416 -1.805821 3.827217 -0.021 0.018 0.011
C 1.692199 -0.796131 5.589459 -0.015 0.008 0.028
F 2.727744 -0.888777 6.433477 -0.028 -0.005 -0.017
C 0.490394 -0.238392 5.986197 0.036 -0.005 0.039
F 0.365904 0.202930 7.241802 0.006 -0.009 -0.028
C -0.586109 -0.107086 5.124132 -0.020 -0.012 -0.008
F -1.692005 0.456780 5.660174 0.022 -0.020 -0.039
H -5.256817 0.179907 -0.013917 0.002 0.005 -0.005
H -3.896854 1.170210 -0.627591 -0.016 -0.007 0.010
H -4.138334 -0.459891 -1.227481 0.023 -0.016 -0.008
H -3.415789 -1.980347 2.052382 0.012 0.018 0.006
H -4.876871 -1.769338 1.068075 -0.009 0.004 -0.017
H -3.570154 -3.685217 0.253974 -0.004 0.007 0.020
H -3.491439 -2.432853 -0.934967 0.014 0.015 -0.016
H -3.194818 1.535165 1.584841 0.018 -0.032 0.020
H -4.594145 0.616686 2.152366 0.003 0.002 0.002
H -2.703882 0.962245 3.788037 0.000 0.015 -0.027
H -3.335887 -0.662211 3.673557 0.000 0.032 0.021
N 2.136200 -0.567468 0.014086 0.038 -0.097 0.060
C 2.941721 0.523555 -0.413290 -0.068 0.132 0.025
C 3.760513 0.386585 -1.526725 -0.017 -0.034 0.002
C 4.522806 1.448737 -1.985955 0.007 0.005 0.002
C 4.477726 2.655340 -1.306211 0.016 0.035 -0.024
C 3.664738 2.784775 -0.190363 -0.002 -0.058 -0.014
C 2.871499 1.735146 0.279162 0.001 -0.023 0.007
C 1.942722 1.978422 1.423413 -0.023 -0.006 -0.089
C 2.431938 2.777414 2.466340 0.023 0.004 0.000
C 1.583380 3.297216 3.428552 0.019 0.023 -0.017
C 0.220664 3.065602 3.301626 -0.005 0.042 -0.053
C -0.232273 2.227859 2.291104 0.045 -0.025 0.107
C 0.589073 1.568182 1.354114 0.161 0.298 0.287
H 2.407158 -1.411797 -0.477320 -0.026 0.014 0.023
H 2.304919 -0.736114 1.001827 -0.049 0.008 -0.019
H 3.804392 -0.572038 -2.031804 0.013 -0.003 0.020
H 5.150490 1.328256 -2.859196 0.002 -0.001 -0.008
H 5.067499 3.496535 -1.645641 0.006 0.002 -0.004
H 3.620426 3.736825 0.323519 -0.001 0.004 0.013
H 3.493901 2.990898 2.519828 0.010 0.012 -0.006
H 1.972806 3.891605 4.245892 0.012 -0.003 -0.006
H -0.479441 3.516642 3.997851 -0.001 -0.013 -0.010
H -1.306084 2.062902 2.256725 0.036 -0.014 0.045
C 0.663770 4.640803 -0.189968 0.040 -0.044 0.009
N -0.698855 4.613523 0.297144 -0.010 0.055 -0.004
C -1.659169 3.753339 -0.078885 -0.160 0.031 -0.167
Se -1.563758 2.412700 -1.337899 0.055 -0.004 0.080
N -2.765483 4.053888 0.645508 0.065 -0.062 0.047
C -2.503001 5.088265 1.530082 0.016 0.088 -0.018
C -3.269297 5.720072 2.495672 -0.002 -0.017 -0.010
C -2.653307 6.726149 3.222822 -0.009 0.006 0.000
C -1.323605 7.086946 2.990707 0.004 0.010 0.005
C -0.561333 6.455275 2.021625 0.018 -0.032 -0.002
C -1.179591 5.451370 1.295091 -0.045 -0.031 0.099
H 0.810527 3.789205 -0.849018 -0.005 0.013 0.010
H 1.338663 4.556301 0.660085 0.022 0.005 0.007
H 0.843153 5.570633 -0.730330 0.014 -0.003 -0.013
H -3.631514 3.559227 0.520661 0.003 0.024 0.001
H -4.297306 5.439101 2.680358 -0.002 -0.006 0.001
H -3.213626 7.241764 3.990783 -0.004 -0.002 -0.001
H -0.879114 7.872242 3.586692 0.006 0.002 -0.003
H 0.473807 6.717627 1.853224 0.003 0.015 -0.004
C 0.962781 -5.803646 -3.083230 -0.004 -0.003 0.024
C 1.331930 -4.592493 -3.894076 -0.014 -0.019 -0.032
C 2.131798 -3.584120 -3.368481 0.016 0.031 -0.007
C 2.475587 -2.471187 -4.122382 0.018 -0.062 0.010
C 1.994877 -2.329934 -5.415454 0.017 -0.065 0.071
N 2.284635 -1.177625 -6.190130 -0.052 -0.046 -0.097
C 2.454290 0.114596 -5.751411 0.000 0.115 -0.110
O 3.140085 0.913206 -6.359282 0.026 -0.053 0.028
N 1.801541 0.485633 -4.590390 -0.052 0.101 0.062
C 0.633961 -0.050081 -4.027707 -0.046 -0.049 0.020
C -0.367794 -0.661905 -4.770359 -0.008 0.017 0.044
C -1.448002 -1.206189 -4.098909 0.035 0.018 -0.066
C -1.506625 -1.115829 -2.722485 0.010 -0.101 0.088
N -0.573383 -0.486570 -2.002885 -0.003 -0.084 -0.226
C 0.464477 0.039041 -2.652310 0.023 0.110 0.045
C 1.204241 -3.336936 -5.959052 0.002 0.066 -0.016
C 0.887991 -4.455869 -5.208231 0.032 0.018 0.042
H 1.368763 -5.742936 -2.074803 0.006 0.001 0.000
H 1.347094 -6.714376 -3.545309 -0.005 -0.007 -0.004
H -0.120797 -5.906592 -3.004302 -0.004 -0.001 0.008
H 2.503331 -3.675903 -2.353830 -0.009 -0.019 -0.013
H 3.109175 -1.700330 -3.703634 -0.004 -0.017 -0.024
H 2.685930 -1.321046 -7.104085 0.027 0.015 0.033
H 2.110635 1.382672 -4.246185 0.023 -0.023 -0.002
H -0.295438 -0.717956 -5.847559 0.011 0.003 -0.003
H -2.240150 -1.704821 -4.639274 -0.004 -0.003 0.000
H -2.311912 -1.572146 -2.169026 0.006 -0.017 0.012
H 1.197164 0.574394 -2.061175 -0.030 -0.025 -0.008
H 0.825018 -3.228842 -6.968435 0.001 -0.001 -0.007
H 0.270360 -5.231453 -5.645933 0.000 -0.007 0.001